No. 1
Below is 10 unconnected molecules or ions with the total composition C24H68BCl3F4N5O7 at a distorted geometry, with properties calculated with ωB97M-V/def2-TZVPD.

* 2S+1: 1
* electronic energy: -3560.12794 hartree
* total charge: +1
* HOMO level: -0.353 hartree
* M: 732.0 g/mol

```
112
C24H68BCl3F4N5O7 ωB97M-V/def2-TZVPD
C 0.955 -9.880 3.701
H -0.797 -5.582 2.043
H 4.151 -0.731 0.760
H -7.935 -0.087 -1.431
H 0.626 -7.906 5.318
B 2.131 -3.639 1.472
H 3.315 4.305 2.156
H 6.918 2.027 -4.677
C 3.744 0.295 0.635
C 2.593 4.763 -1.533
H 3.732 0.018 -1.352
H 5.966 0.160 -0.886
H -2.778 4.807 1.459
C 1.056 2.985 -2.135
H 1.701 -7.370 4.003
H -0.479 3.667 3.131
H -1.306 1.288 3.243
H 4.516 1.992 -2.828
O -6.970 1.995 -3.014
H -3.394 3.306 0.624
N 2.000 0.843 -2.986
H -9.125 1.151 -0.993
N -7.392 3.004 -0.557
H -0.942 1.946 1.699
C -1.777 -6.899 4.101
H 5.892 1.755 -0.301
H 0.716 -10.310 4.649
H 5.350 1.464 -5.104
H -3.454 2.921 3.000
H -6.404 1.421 0.199
H -1.568 4.786 3.239
H -7.507 3.363 -1.503
H 5.069 4.090 1.704
H 1.053 -0.465 -4.348
H -10.645 13.199 4.303
O 3.785 2.516 1.223
H -8.262 3.152 -0.108
H -2.422 -6.150 3.706
Cl -2.695 1.687 -3.003
O 6.083 0.745 -3.311
H 0.305 3.375 -1.526
H 2.013 -9.601 3.723
C 1.620 -0.505 -3.431
C 4.208 1.288 1.688
H -6.788 3.498 0.154
C 4.148 3.636 2.058
H -1.893 -7.833 3.540
N 0.006 -6.118 2.424
H -3.407 0.441 -0.063
C 5.414 1.104 -1.053
H -1.662 3.611 4.402
H -1.868 -7.132 5.159
F 3.182 -3.933 0.657
H 4.379 3.205 3.063
H 0.656 -10.558 2.849
C 6.281 1.155 -4.634
C -8.207 0.656 -0.702
H 2.658 -2.211 -4.165
C -0.316 -6.501 3.873
H -7.423 1.456 -5.029
H 0.901 3.422 -3.148
H 3.791 1.060 2.710
H 2.005 5.369 -2.204
C 4.466 -2.374 -2.483
Cl 0.814 4.542 1.830
H 2.649 0.254 0.620
H -7.665 0.266 -3.849
H 5.308 -1.892 -2.986
H -1.596 3.655 0.675
C -2.574 3.778 1.193
O -2.680 0.828 1.794
H -0.069 -5.629 4.407
H 2.517 5.074 -0.525
H 6.086 2.649 -2.530
H 4.640 -2.759 -1.482
H 1.021 -1.114 -2.637
N -1.513 3.791 3.425
H 3.644 4.824 -1.872
H -0.126 1.318 -2.706
C 0.637 -7.602 4.271
F 2.010 -2.446 2.115
H -1.997 1.360 -0.112
C 0.907 1.461 -2.239
H 2.198 1.448 -3.771
N 4.007 0.803 -0.705
Cl -6.208 3.533 2.221
F 1.032 -3.977 0.769
C 5.502 1.707 -2.449
H -5.241 1.946 -1.874
C -6.193 1.445 -1.958
O 3.406 -1.473 -2.430
H 4.204 -3.245 -3.095
H -5.936 0.409 -2.117
C -2.469 0.511 0.447
H -1.879 -0.390 0.348
C -7.014 1.544 -0.687
H 3.606 -0.683 -4.248
C -6.978 1.042 -4.140
O 0.184 -8.689 3.522
C 2.834 -1.198 -3.709
O 2.351 3.337 -1.674
H -8.320 0.105 0.208
F 2.098 -4.597 2.568
H 0.785 1.076 -1.219
H -6.061 0.497 -4.262
H 3.370 1.598 -0.994
H 5.314 1.142 1.799
C -2.481 2.993 2.531
H 6.674 0.340 -5.164
C -1.790 1.705 2.352
H 0.112 -6.863 1.777
H 0.916 -5.569 2.402
```


No. 2
Below is 10 unconnected molecules or ions with the total composition C24H68N19O10 at a distorted geometry, with properties calculated with ωB97M-V/def2-TZVPD.

* 2S+1: 1
* electronic energy: -2748.28456 hartree
* total charge: -1
* HOMO level: -0.033 hartree
* M: 782.9 g/mol

```
121
C24H68N19O10 ωB97M-V/def2-TZVPD
H 9.355 1.540 -0.133
N -1.626 -6.848 -6.168
H -6.316 2.235 -4.434
O -3.151 -2.511 -2.555
C -0.617 2.002 3.738
C -0.735 3.614 1.177
H 13.259 2.977 -0.441
N -4.411 -4.295 -1.973
O 5.091 -2.047 4.903
H 10.260 0.257 -0.858
N -7.021 -5.635 0.435
N -6.807 -7.923 0.338
H 9.057 0.493 -4.455
H -6.966 5.650 1.666
C -2.557 -7.628 -5.548
H -5.384 4.251 0.423
H -2.753 2.136 3.062
H -6.837 -4.729 0.043
H -4.469 1.004 1.939
H -6.721 1.590 2.773
H -7.326 -8.032 1.187
H 3.595 -2.868 6.704
H -2.277 0.510 3.695
H 14.669 1.993 -0.285
C -3.504 5.087 1.264
N -7.067 4.231 -3.061
O -5.350 -0.712 0.410
C -5.128 1.573 1.251
C -0.029 2.229 1.149
H 10.051 0.023 -3.124
H 6.015 -0.660 1.835
C -2.138 1.606 3.816
H 8.052 -2.248 0.221
N 9.396 -0.224 -3.844
H 0.996 2.377 0.746
H -5.466 0.932 -0.793
H -3.166 -9.556 -5.411
H -3.742 -1.893 -0.061
H 7.758 -1.126 -5.547
N 5.135 1.661 2.243
C 9.015 -1.529 -3.924
H -1.825 -9.353 -6.479
C -5.843 0.642 0.206
H -3.354 4.173 1.869
H -1.348 3.844 2.062
H 2.422 -1.608 6.579
H 6.098 1.562 2.507
H 4.117 0.037 3.960
C -5.007 5.162 0.908
H -7.310 4.961 -2.417
H 2.726 0.081 4.986
O 3.213 0.792 1.399
H -5.695 6.584 2.468
C 4.388 0.648 1.716
O -5.895 -6.613 -1.271
H -7.064 4.358 3.615
H -3.379 4.781 -0.873
C -6.387 3.158 -2.555
H -2.103 5.860 -0.318
N 9.465 0.562 -0.320
C -4.018 -0.822 -0.031
H -2.562 1.879 4.805
H -6.775 2.967 1.519
O 11.796 1.227 -1.407
C -5.932 5.561 2.087
C -3.429 -3.696 -2.697
H 1.161 1.274 2.730
C -6.533 -6.715 -0.233
H -5.576 1.385 -3.124
H -5.475 4.972 4.139
C -1.732 3.670 -0.049
H 4.534 -1.296 1.194
O 7.554 0.115 0.827
N 8.122 -1.811 -4.914
N -6.076 2.188 -3.464
H -6.940 0.690 0.274
N -5.324 3.237 3.032
O -3.387 -7.171 -4.777
H -5.108 5.976 0.140
H -7.544 -5.696 1.287
H -0.155 1.551 4.646
N 13.619 -0.108 -1.222
H 14.576 -0.253 -0.964
C 4.050 -1.512 5.264
N 5.049 -0.527 1.577
H -7.329 4.322 -4.023
N 13.711 2.089 -0.557
H -2.289 2.718 -0.155
H -0.565 3.099 3.851
C -5.999 4.501 3.267
C -6.128 2.351 2.196
O -6.083 3.076 -1.380
H -0.529 1.587 0.394
H -4.474 2.295 0.724
H -0.013 4.436 0.982
H -1.084 3.739 -0.954
C -2.644 4.926 -0.046
C 12.969 1.078 -1.083
H -0.937 -7.201 -6.803
H -2.996 -5.485 -3.718
N 8.727 -1.588 -0.117
H -3.848 -0.394 -1.040
H 7.819 -2.763 -4.999
N 3.576 -0.370 4.702
N -2.782 -4.506 -3.585
C 8.519 -0.277 0.174
H -4.898 -3.716 -1.315
H -2.053 -4.086 -4.128
H -4.675 -5.267 -2.055
H 9.506 -1.922 -0.654
H -3.280 -0.349 0.661
H -1.645 -5.866 -5.968
H -6.460 -8.739 -0.129
H -3.148 5.941 1.874
H 4.683 2.548 2.363
N 3.277 -2.025 6.267
C 0.094 1.431 2.481
H -0.320 0.413 2.310
O 9.439 -2.389 -3.162
H 13.099 -0.875 -1.608
N -2.495 -8.955 -5.851
```


Number 1: lowest unoccupied orbital energy -8.66 eV, frontier orbital gap 0.9 eV. Number 2: lowest unoccupied orbital energy 1.12 eV, frontier orbital gap 2.0 eV.